DFT (the ωB97M-V functional and the def2-TZVPD basis) results for a single C18H20ClNO4S molecule.

Cartesian coordinates (Å):
O -2.25913 -1.33504 0.82598
C -1.26384 -1.11609 0.16137
N -1.14031 -0.16206 -0.78559
H -0.24879 -0.08623 -1.25185
C -2.21092 0.70696 -1.23617
C -3.33046 -0.07276 -1.95779
H -3.34433 -1.09400 -1.57721
H -3.17987 -0.10279 -3.03601
C -4.61897 0.63387 -1.55045
H -4.74802 1.55010 -2.13028
H -5.49750 0.00666 -1.69143
C -4.35913 0.96756 -0.08556
H -5.05150 1.70810 0.31195
H -4.42687 0.05854 0.51112
C -2.91210 1.46150 -0.08370
H -2.42109 1.25956 0.86455
H -2.87386 2.53467 -0.27352
H -1.74527 1.42112 -1.91936
C -0.01499 -1.88902 0.34885
C 0.35342 -2.78126 1.32187
C 1.68796 -3.14645 1.03637
C 2.03728 -2.46834 -0.10177
C 3.29176 -2.35251 -0.86255
H 3.18479 -2.66016 -1.90114
H 4.12217 -2.86946 -0.39432
S 3.71601 -0.55029 -0.97803
O 2.64654 0.09289 -1.68515
O 5.03935 -0.45564 -1.52434
C 3.76165 0.00621 0.79178
C 2.57798 0.85541 1.05514
C 1.53186 0.43212 1.86621
C 0.40108 1.21165 2.03303
C 0.30109 2.42956 1.38239
C 1.33466 2.87520 0.57645
C 2.46519 2.09188 0.41808
Cl 3.76123 2.63677 -0.57812
H 1.27013 3.82512 0.07048
H -0.58013 3.03975 1.50454
H -0.40040 0.86132 2.66477
H 1.61256 -0.51449 2.37967
H 4.70216 0.54519 0.88096
H 3.77704 -0.89628 1.39515
O 1.00597 -1.71192 -0.51859
H 2.30166 -3.82978 1.58753
H -0.25608 -3.11718 2.13468

Forces on atoms 1 to 3 (eV/Å):
O -0.19 -0.07 0.18
C 0.43 0.29 -0.48
N 0.28 0.00 -0.21

Its HOMO energy is -8.96 eV. Its charge is 0. As for the SMILES: O=C(NC1CCCC1)c1ccc(CS(=O)(=O)Cc2ccccc2Cl)o1. The HOMO-LUMO gap comes out at 9.44 eV.

Here are the Löwdin charges for atoms 1 to 8, given in e:
1. O 0.08
2. C -0.44
3. N 0.13
4. H 0.14
5. C -0.27
6. C -0.14
7. H 0.11
8. H 0.11